Entry from OMol25: a cluster of 2 separate species, C5H11NOS in total (ωB97M-V with the def2-TZVPD basis set).

## Properties
- Orbital gap (alpha / beta): 6.963 / 6.362 eV
- HOMO energy (alpha / beta): -3.2 / -3.2 eV
- Net charge: -1
- Spin multiplicity: 2

The geometry in XYZ format:
```
19
Properties=species:S:1:pos:R:3:forces:R:3:nbo_charge:R:1
C -1.109505 -0.918319 -1.045838 -0.3 1.6 -1.5 -0.276
C -2.253372 -0.086521 -1.563627 -0.7 0.0 0.9 -0.565
S -1.423749 1.320817 -2.375819 0.2 -0.2 0.1 -0.512
C -0.662738 -0.713487 0.289808 2.0 -0.4 0.5 0.593
N 0.780214 -0.766073 0.484220 -0.9 0.0 0.3 -0.476
C 1.152391 -0.631115 1.865523 -0.2 0.4 0.8 -0.409
C 1.666922 -0.061293 -0.395272 0.1 -0.1 -1.3 -0.424
O -1.340810 -0.633270 1.299853 -0.9 0.2 0.3 -0.654
H -0.326257 -0.969812 -1.798111 -0.1 -0.8 0.0 0.188
H -0.235813 2.273538 0.515739 0.0 0.1 -0.1 0.042
H -3.002521 -0.555778 -2.199330 0.4 -0.3 -0.3 0.185
H -2.835318 0.290412 -0.716260 0.1 -0.1 0.1 0.205
H 0.180232 2.777142 0.875535 0.0 0.0 0.0 -0.050
H 1.011192 0.406700 2.225617 0.0 -0.1 -0.1 0.171
H 2.197071 -0.880776 2.059364 0.0 -0.2 -0.3 0.175
H 0.496458 -1.232608 2.492655 0.2 -0.1 -0.1 0.221
H 2.078637 0.857276 0.044094 -0.1 -0.1 0.1 0.175
H 2.494529 -0.693593 -0.748666 0.1 0.0 0.4 0.167
H 1.132437 0.216760 -1.309485 0.0 0.2 0.2 0.243
```
Forces are in eV/Å.


Entry from OMol25: the ion C4H8N3O2 with charge +1 (ωB97M-V with the def2-TZVPD basis set).

## Properties
- Orbital gap: 10.357 eV
- HOMO energy: -14.1 eV
- Structure (SMILES): C=CC(=O)O[NH+]=C(N)N
- Net charge: +1
- Spin multiplicity: 1

The geometry in XYZ format:
```
17
Properties=species:S:1:pos:R:3:forces:R:3:nbo_charge:R:1
C -2.005447 2.092340 2.276695 -0.3 1.1 -0.3 -0.192
C -1.001528 1.275754 1.962201 -0.8 -0.8 1.0 -0.414
C -0.400181 1.225624 0.665882 2.1 -1.6 -2.6 0.779
O -0.522210 1.614676 -0.443406 -0.6 0.6 1.3 -0.474
O 0.707280 0.065367 0.748828 -1.5 0.5 2.3 -0.432
N 1.325681 -0.212291 -0.383031 1.3 0.6 -0.5 -0.237
C 0.941879 -1.173188 -1.187914 -0.1 1.6 -0.8 0.649
N 1.594581 -1.221888 -2.380565 -2.3 -3.0 0.2 -0.744
N -0.149292 -1.884693 -0.990093 3.2 0.3 -1.3 -0.720
H -2.536282 1.838106 3.224227 0.3 0.8 -0.9 0.237
H -2.257669 3.002180 1.627958 0.1 -1.6 1.1 0.240
H -0.799069 0.445683 2.659850 0.3 0.5 -0.7 0.261
H 2.263250 0.185395 -0.506590 -0.7 0.0 0.1 0.402
H 1.490964 -2.149905 -2.813402 0.3 0.8 -0.1 0.405
H 2.496794 -0.876209 -2.439607 2.0 0.9 -0.1 0.409
H -0.347309 -2.516514 -1.682717 -0.9 -1.8 -1.7 0.408
H -0.801441 -1.710438 -0.338314 -2.4 0.8 3.0 0.424
```
Forces are in eV/Å.


Entry from OMol25: a structure of composition C26H72N5O11Zn (ωB97M-V with the def2-TZVPD basis set).

## Properties
- Orbital gap: 7.476 eV
- HOMO energy: -10.4 eV
- Net charge: +1
- Spin multiplicity: 1

The geometry in XYZ format:
```
115
Properties=species:S:1:pos:R:3:forces:R:3:lowdin_charge:R:1
Zn 0.264144 0.057431 2.414388 1.0 -0.4 -1.8 0.731
O 0.485771 1.828798 -1.196901 1.1 2.0 0.2 0.104
C 0.555125 0.579976 -0.848244 -2.6 -3.8 3.0 -0.787
O 0.625943 0.263709 0.358281 1.1 0.0 1.5 -0.029
O 0.179124 -0.205422 -1.754049 0.9 -0.5 -0.3 0.012
H 0.220122 1.379016 -2.002333 -1.0 2.0 -3.6 0.071
C -3.376438 -0.174533 -0.323677 -0.2 0.3 -1.9 -0.022
C -3.208278 -1.591227 -0.948812 -2.2 1.8 0.8 -0.510
C -3.590986 -1.775179 -2.399368 -0.5 -0.9 0.1 -0.028
O -1.922968 -1.905560 -0.664365 2.5 -1.8 0.6 -0.071
H -4.291432 0.347369 -0.603864 -0.8 -0.5 1.0 0.070
H -2.753067 0.517280 -0.890158 0.9 -0.2 -0.1 0.059
H -3.013059 -0.133264 0.703138 -0.6 0.0 0.1 0.062
H -3.825210 -2.305180 -0.403134 -0.1 0.0 0.3 0.133
H -3.010851 -1.211046 -3.129634 -0.2 0.1 0.1 0.083
H -4.670986 -1.716167 -2.534321 -0.1 1.0 -0.1 0.088
H -3.522006 -2.847581 -2.581853 0.8 -0.1 -0.3 0.079
H -1.330765 -1.315070 -1.135754 0.7 0.4 -0.3 0.051
C -2.951742 -1.969662 3.131011 0.3 -0.3 -0.8 -0.022
C -1.494665 -2.544141 3.070527 -1.6 0.1 -0.2 -0.348
C -1.467917 -3.984372 2.607068 -0.2 -0.6 0.7 -0.208
O -0.155338 -4.442660 2.390985 -0.2 0.1 0.9 -0.192
C -0.166913 -5.648771 1.648248 1.1 0.5 -1.8 -0.082
N -0.723773 -1.731897 2.112632 -0.1 -0.2 0.2 0.052
H -3.634091 -2.377579 3.876732 0.6 0.2 0.5 0.089
H -3.532317 -2.140031 2.224366 0.4 -0.4 -0.5 0.071
H -2.886852 -0.881597 3.127830 -0.1 0.1 0.7 0.065
H -1.099272 -2.553168 4.086238 0.5 0.5 -0.2 0.135
H -2.030324 -4.175320 1.693093 -0.4 0.3 -0.1 0.134
H -1.855693 -4.566904 3.442759 -0.6 -0.3 -0.1 0.141
H 0.835668 -6.064256 1.749757 -0.2 -0.2 0.0 0.099
H -0.305877 -5.302848 0.623976 0.3 -0.3 -0.5 0.076
H -0.935013 -6.419002 1.717935 -0.3 0.2 1.3 0.100
H 0.021791 -2.344495 1.814386 0.9 -0.1 0.2 0.086
H -1.233739 -1.769226 1.241640 -0.8 0.5 -0.7 0.065
C 1.475894 -3.728318 -4.994378 1.6 -1.2 -1.0 -0.081
C 0.185341 -3.330272 -4.339775 0.9 -0.7 0.4 -0.446
C 0.196707 -3.599191 -2.821134 -0.3 -1.5 -0.1 -0.157
O 0.409981 -5.049888 -2.586033 -0.8 1.0 1.1 -0.198
C -0.820111 -5.741264 -2.310807 -0.2 0.9 -1.7 -0.110
N 0.025184 -1.925498 -4.659023 -0.1 0.2 0.9 0.057
H 1.798530 -4.767835 -4.936049 -0.7 -0.4 0.4 0.076
H 2.390930 -3.257219 -4.635360 -0.3 0.7 0.5 0.080
H 1.511669 -3.546429 -6.068502 -0.5 0.3 -0.1 0.080
H -0.635127 -3.913066 -4.758421 -0.1 -0.1 -0.1 0.139
H -0.744924 -3.202395 -2.441686 -0.5 -0.7 0.2 0.085
H 0.903051 -3.094627 -2.161894 0.7 0.2 -0.7 0.122
H -1.381667 -5.605980 -3.235176 -0.5 -0.6 -0.2 0.077
H -1.483696 -5.275952 -1.581942 0.5 0.1 0.7 0.066
H -0.689608 -6.809282 -2.136470 0.4 0.2 0.1 0.089
H -0.683983 -1.573871 -4.031703 -0.7 0.4 -0.1 0.041
H 0.845302 -1.585853 -4.177210 0.5 1.0 -0.3 0.060
C 1.919461 4.255146 2.240872 1.5 -0.9 -1.0 -0.033
C 2.206781 2.728212 2.013836 -0.3 2.6 0.4 -0.340
C 3.604579 2.323349 2.523781 -1.9 -0.7 0.8 -0.145
O 3.883220 0.972499 2.122346 0.7 1.3 0.7 -0.236
C 4.427316 0.974344 0.812435 -0.4 0.8 -0.1 -0.057
N 1.110271 2.082066 2.795475 0.2 -2.0 -1.2 0.053
H 1.080028 4.590084 1.631544 -0.4 -0.2 0.6 0.063
H 2.759512 4.764399 1.768578 0.2 0.5 0.5 0.089
H 1.840922 4.447618 3.310874 -0.1 0.4 -0.2 0.087
H 2.175646 2.638406 0.927992 -0.6 -0.9 0.1 0.127
H 3.510106 2.345312 3.609456 0.2 -0.4 0.3 0.126
H 4.380160 3.068472 2.346665 0.1 -0.3 -0.8 0.140
H 4.690838 -0.050080 0.549346 0.1 0.3 -0.1 0.110
H 5.236005 1.704818 0.789621 0.6 -0.5 -0.1 0.097
H 3.692445 1.436293 0.153145 -0.1 -0.6 -0.5 0.069
H 1.256190 2.292491 3.772474 -0.2 0.2 0.1 0.082
H 0.213040 2.424692 2.482941 0.0 0.9 0.1 0.096
C 3.708337 -1.604276 4.309249 0.4 0.5 1.0 -0.029
C 2.191517 -1.463626 3.930898 2.3 -0.1 2.4 -0.367
C 1.488128 -0.457226 4.888338 -0.2 -1.7 0.4 -0.136
O 0.168517 -0.171747 4.405660 -1.2 1.0 1.8 -0.297
C -0.591437 0.598062 5.417287 -0.5 -0.7 -0.1 -0.015
N 2.055594 -0.996522 2.618827 0.0 0.1 -2.2 0.028
H 4.286721 -2.354290 3.769758 -0.6 -0.4 -0.2 0.089
H 3.871711 -1.783601 5.371900 -0.4 -0.6 0.2 0.083
H 4.345483 -0.725444 4.210272 -0.6 0.6 -0.6 0.073
H 1.855110 -2.499036 3.984316 -0.9 0.3 0.4 0.148
H 2.042249 0.467962 5.046692 0.2 0.0 -0.2 0.130
H 1.288693 -0.948554 5.840663 0.6 0.1 0.2 0.136
H -1.670515 0.457723 5.354220 0.0 -0.1 -1.1 0.095
H -0.409449 1.671806 5.371838 0.4 -0.1 0.0 0.093
H -0.475546 0.183994 6.418888 1.0 0.1 0.0 0.101
H 2.313309 -1.745272 1.991896 -0.6 -0.4 -0.5 0.130
H 2.805841 -0.355626 2.403241 0.2 0.9 0.2 0.055
C -1.391427 2.619099 -4.388711 -0.4 0.3 0.9 -0.052
C -2.501473 3.499066 -3.774147 0.5 0.2 -0.7 -0.392
C -3.195555 2.928613 -2.465566 0.7 2.1 -1.6 -0.147
O -4.094759 3.909582 -1.879992 1.1 0.0 -1.4 -0.168
C -4.359007 3.548283 -0.586825 -0.5 -1.4 1.2 -0.162
N -1.918116 4.857269 -3.624389 -1.9 -0.5 0.1 0.047
H -0.791556 3.192272 -5.095623 -0.4 0.2 -0.1 0.083
H -1.878072 1.798426 -4.915754 0.6 -0.5 0.3 0.079
H -0.679711 2.388855 -3.595901 0.0 -0.8 -0.1 0.045
H -3.222248 3.455085 -4.590633 -0.5 0.9 0.2 0.123
H -2.325445 2.861439 -1.812490 -0.2 -0.9 0.6 0.101
H -3.787307 2.054145 -2.736189 0.4 -0.5 0.5 0.127
H -4.776574 2.541687 -0.564351 -0.8 -0.2 0.0 0.063
H -5.028025 4.222527 -0.052124 0.1 0.2 -0.4 0.098
H -3.480146 3.339377 0.023150 0.7 0.7 0.1 0.075
H -1.205122 4.854905 -2.909039 0.3 -0.5 -0.3 0.012
H -2.661414 5.335203 -3.135329 -0.3 0.8 -0.2 0.057
C 1.017475 5.318452 -1.378642 -0.2 0.2 2.5 -0.117
O -0.004045 4.448359 -1.760127 -0.2 -0.3 -1.3 -0.149
H 2.036138 4.964799 -1.537863 0.0 0.1 -0.4 0.072
H 0.867713 6.367452 -1.634132 -0.1 -0.4 -0.9 0.100
H 0.802669 5.320670 -0.310028 1.1 0.7 0.7 0.059
H 0.124393 3.599096 -1.331344 0.1 0.0 0.0 0.038
C 3.303113 2.693220 -2.795343 -0.7 1.0 0.1 -0.139
O 4.308092 3.151494 -1.892193 -0.1 -0.4 0.0 -0.125
H 3.594720 2.867513 -3.831050 0.1 -0.5 -0.1 0.092
H 2.929715 1.691909 -2.580740 0.4 -0.3 -0.2 0.074
H 2.438635 3.339397 -2.642920 0.0 0.0 0.0 0.048
H 5.114965 2.688882 -2.129986 0.2 0.1 0.1 0.076
```
Forces are in eV/Å.


Number 1: largest force on an atom 2.22 eV Å⁻¹. Number 2: largest force on an atom 3.89 eV Å⁻¹. Number 3: largest force on an atom 5.50 eV Å⁻¹.